(1)
84
Properties=species:S:1:pos:R:3 method="wB97M-V/def2-TZVPD" s2=2.025 gap_ev="7.08 / 6.79" charge=+1 e_above_lowest_kj_mol=147.18 multiplicity=3 e_lumo_ha="-0.1190 / -0.1390"
Mo -0.412 -0.260 -0.129
C -2.565 -2.651 5.137
C -1.298 -1.888 4.783
N -1.545 -0.791 3.856
C -1.567 -0.945 2.520
S -2.093 0.452 1.558
N -1.212 -2.096 2.000
N -1.315 -1.978 0.616
C -2.123 -2.725 -0.048
C -2.777 -3.947 0.500
C -2.550 -2.109 -1.312
C -3.393 -2.736 -2.218
C -3.953 -1.991 -3.244
C -3.676 -0.638 -3.317
C -2.791 -0.088 -2.407
N -2.213 -0.799 -1.437
H -2.348 -3.424 5.876
H -3.321 -1.986 5.559
H -2.985 -3.133 4.252
H -0.834 -1.466 5.676
H -0.569 -2.546 4.315
H -2.033 0.015 4.203
H -2.770 -3.909 1.586
H -3.798 -4.052 0.142
H -2.213 -4.832 0.192
H -3.614 -3.788 -2.114
H -4.611 -2.462 -3.961
H -4.119 -0.009 -4.077
H -2.508 0.952 -2.465
C -0.006 2.319 4.401
As 0.960 1.748 2.786
C 2.764 1.761 3.567
C 1.060 3.508 1.909
C 1.426 4.622 2.666
C 1.609 5.866 2.094
C 1.453 6.019 0.724
C 1.084 4.930 -0.043
C 0.860 3.679 0.538
As 0.372 2.273 -0.725
C 1.911 2.368 -1.929
C -1.026 3.172 -1.745
H 0.507 3.124 4.924
H -0.086 1.464 5.071
H -1.005 2.651 4.120
H 2.972 2.686 4.103
H 3.506 1.631 2.780
H 2.848 0.925 4.263
H 1.582 4.514 3.732
H 1.892 6.711 2.709
H 1.621 6.981 0.256
H 0.994 5.063 -1.111
H 1.623 2.846 -2.862
H 2.267 1.364 -2.141
H 2.698 2.942 -1.450
H -0.770 4.203 -1.959
H -1.950 3.152 -1.168
H -1.154 2.638 -2.684
O 0.270 -1.794 -2.857
B 0.057 -0.541 -2.296
O -0.007 0.428 -3.296
C 0.137 -0.249 -4.493
C 0.121 0.247 -5.778
C 0.281 -0.685 -6.800
C 0.451 -2.038 -6.532
C 0.469 -2.528 -5.228
C 0.305 -1.599 -4.225
H -0.005 1.302 -5.979
H 0.277 -0.346 -7.828
H 0.575 -2.729 -7.355
H 0.605 -3.579 -5.012
C 2.119 -2.870 -0.178
C 2.415 -1.570 0.560
C 2.467 -1.795 2.067
C 3.692 -0.921 0.048
O 1.353 -0.645 0.314
H 2.893 -3.611 0.033
H 2.080 -2.705 -1.254
H 1.160 -3.277 0.147
H 3.300 -2.454 2.324
H 1.539 -2.249 2.413
H 2.606 -0.844 2.583
H 4.542 -1.597 0.165
H 3.901 -0.005 0.601
H 3.592 -0.680 -1.011

(2)
83
Properties=species:S:1:pos:R:3 method="wB97M-V/def2-TZVPD" gap_ev=6.43 charge=+2 e_above_lowest_kj_mol=0.00 e_lumo_ha=-0.2533
Au 1.734 -0.178 -0.548
C 5.108 -0.213 1.606
C 4.752 -1.530 0.919
S 3.542 -1.685 -0.448
C 4.409 -1.274 -1.990
C 4.913 0.152 -2.203
S 3.739 1.504 -1.916
C 4.029 2.116 -0.222
C 5.449 2.313 0.281
S 6.348 0.792 0.742
H 5.566 -0.498 2.555
H 4.228 0.374 1.868
H 4.357 -2.237 1.650
H 5.639 -1.985 0.474
H 3.673 -1.527 -2.755
H 5.234 -1.983 -2.081
H 5.173 0.244 -3.258
H 5.815 0.334 -1.629
H 3.499 1.510 0.508
H 3.509 3.077 -0.248
H 5.408 2.970 1.150
H 6.080 2.798 -0.464
S -0.250 0.866 -1.145
C -1.075 0.897 0.376
N -2.369 0.813 0.421
C -3.103 1.004 1.688
C -2.405 2.061 2.486
N -1.006 1.657 2.673
C -0.460 1.934 4.021
C -1.147 1.063 5.044
C -1.850 1.640 6.093
C -2.483 0.836 7.033
C -2.422 -0.543 6.917
C -1.721 -1.124 5.866
C -1.082 -0.324 4.933
C -0.319 1.094 1.709
S 1.272 0.591 1.889
C -3.249 0.588 -0.755
C -3.977 1.861 -1.112
C -5.363 1.903 -1.031
C -6.045 3.069 -1.355
C -5.341 4.195 -1.749
C -3.954 4.158 -1.828
C -3.272 2.993 -1.514
H -3.136 0.049 2.217
H -4.114 1.313 1.432
H -2.856 2.147 3.473
H -2.444 3.033 1.989
H -0.648 2.990 4.221
H 0.613 1.775 3.995
H -1.895 2.719 6.187
H -3.022 1.290 7.853
H -2.915 -1.169 7.649
H -1.664 -2.202 5.785
H -0.516 -0.781 4.127
H -3.957 -0.183 -0.449
H -2.640 0.204 -1.567
H -5.917 1.021 -0.728
H -7.125 3.094 -1.299
H -5.872 5.103 -2.001
H -3.406 5.034 -2.148
H -2.191 2.968 -1.600
C 1.974 -3.471 -4.089
C 0.735 -2.620 -3.886
C 0.066 -2.297 -5.202
O 1.214 -1.341 -3.289
B 1.003 -1.495 -1.977
O 0.317 -2.557 -1.534
C -0.231 -3.170 -2.779
C -1.652 -2.651 -2.902
C -0.208 -4.670 -2.602
H 2.677 -2.927 -4.720
H 1.726 -4.407 -4.589
H 2.463 -3.709 -3.142
H 0.810 -1.940 -5.914
H -0.700 -1.533 -5.094
H -0.393 -3.195 -5.620
H -1.671 -1.567 -3.035
H -2.197 -2.904 -1.993
H -2.164 -3.110 -3.747
H 0.790 -5.044 -2.387
H -0.576 -5.159 -3.506
H -0.865 -4.948 -1.779

(3)
80
Properties=species:S:1:pos:R:3 method="wB97M-V/def2-TZVPD" gap_ev="5.58 / 5.95" e_above_lowest_kj_mol=291.32 e_lumo_ha="-0.0533 / -0.0341"
Tl -0.554 -0.482 -0.368
N 0.299 -0.074 2.036
C 1.757 -0.088 2.151
C 2.282 -1.239 1.256
O 2.976 -2.121 1.739
O 1.878 -1.193 0.063
H -0.100 0.748 2.479
H -0.082 -0.890 2.508
H 2.116 -0.233 3.177
H 2.152 0.843 1.743
Cl 1.665 0.427 -2.510
C 1.101 1.985 -3.015
C 1.077 2.315 -4.360
C 0.683 3.586 -4.740
C 0.330 4.523 -3.785
C 0.319 4.174 -2.448
C 0.694 2.899 -2.042
P 0.645 2.329 -0.289
C -0.595 3.500 0.373
C -0.336 4.849 0.605
C -1.365 5.697 0.971
C -2.653 5.206 1.111
C -2.903 3.855 0.939
C -1.876 3.001 0.579
C 2.180 3.116 0.318
C 3.273 3.333 -0.510
C 4.441 3.858 0.013
C 4.529 4.163 1.360
C 3.437 3.956 2.190
C 2.273 3.421 1.674
H 1.365 1.582 -5.095
H 0.662 3.849 -5.785
H 0.059 5.526 -4.077
H 0.017 4.898 -1.709
H 0.670 5.232 0.508
H -1.166 6.746 1.138
H -3.459 5.875 1.376
H -3.904 3.471 1.079
H -2.059 1.932 0.481
H 3.203 3.103 -1.563
H 5.286 4.022 -0.639
H 5.446 4.563 1.764
H 3.499 4.204 3.239
H 1.419 3.258 2.318
C -1.909 -5.364 0.130
C -0.634 -5.360 -0.686
Sb 0.682 -3.710 0.014
C 1.291 -4.688 1.886
C 1.558 -6.174 1.769
C 2.496 -4.130 -1.134
C 2.557 -5.481 -1.819
H -2.611 -6.110 -0.242
H -2.395 -4.393 0.068
H -1.706 -5.583 1.178
H -0.856 -5.176 -1.734
H -0.117 -6.309 -0.610
H 0.511 -4.495 2.622
H 2.187 -4.154 2.189
H 0.664 -6.724 1.483
H 1.896 -6.562 2.730
H 2.341 -6.372 1.041
H 3.299 -4.005 -0.411
H 2.584 -3.327 -1.862
H 2.518 -6.299 -1.103
H 3.492 -5.570 -2.373
H 1.735 -5.608 -2.522
C -4.965 0.014 1.367
C -3.886 -0.465 0.363
C -4.003 -2.002 0.222
C -4.203 0.172 -1.013
N -2.645 -0.089 0.843
H -5.954 -0.153 0.950
H -4.832 1.074 1.561
H -4.875 -0.530 2.302
H -5.018 -2.278 -0.056
H -3.750 -2.475 1.168
H -3.313 -2.356 -0.543
H -5.140 -0.222 -1.399
H -3.403 -0.070 -1.709
H -4.276 1.251 -0.920